No. 1
# C28H24BrN8O2Ru

A structure of composition C28H24BrN8O2Ru at a distorted geometry (wB97M-V/def2-TZVPD, OMol25).

The geometry in ORCA input format:
```
! wB97M-V def2-TZVPD RIJCOSX def2/J DEFGRID3
* xyz 3 1
Ru 1.492 0.345 0.489
O -2.432 0.826 -2.741
C -2.091 -0.356 -3.319
C -2.607 -0.769 -4.542
C -2.184 -1.964 -5.095
C -1.232 -2.760 -4.453
C -0.728 -2.359 -3.237
C -1.168 -1.165 -2.641
C -0.694 -0.732 -1.338
O 0.910 0.093 -1.544
N -0.353 -1.675 -0.433
N 0.200 -1.225 0.756
C 0.100 -1.933 1.829
C 0.805 -1.583 3.025
Br 2.158 -0.219 2.782
C 0.722 -2.169 4.240
C -0.252 -3.140 4.688
C -1.575 -3.180 4.222
C -2.442 -4.153 4.680
C -2.002 -5.095 5.605
C -0.705 -5.044 6.101
C 0.160 -4.059 5.663
H -3.198 1.213 -3.185
H -3.338 -0.156 -5.055
H -2.594 -2.279 -6.045
H -0.898 -3.683 -4.906
H 0.022 -2.968 -2.745
H -1.176 0.151 -0.930
H -0.507 -2.660 -0.593
H -0.485 -2.850 1.838
H 1.487 -1.905 4.964
H -1.948 -2.398 3.572
H -3.469 -4.166 4.344
H -2.685 -5.852 5.966
H -0.376 -5.762 6.839
H 1.168 -4.009 6.057
N 2.904 4.231 0.630
C 4.090 3.785 0.102
C 3.947 2.442 -0.089
N 2.694 2.067 0.330
C 2.090 3.169 0.761
C 0.729 3.005 1.226
N 0.216 1.780 1.121
C -1.035 1.811 1.692
C -1.278 3.080 2.124
N -0.156 3.815 1.829
H 2.708 5.188 0.882
H 4.919 4.446 -0.080
H 4.666 1.735 -0.465
H -1.666 0.942 1.747
H -2.136 3.514 2.605
H -0.039 4.797 2.037
N -0.154 5.662 -2.235
C 0.154 4.626 -2.621
C 0.502 3.307 -3.071
C 0.845 3.015 -4.394
C 1.200 1.717 -4.726
C 1.226 0.740 -3.751
N 0.893 1.069 -2.493
C 0.518 2.300 -2.131
H 0.837 3.798 -5.142
H 1.476 1.455 -5.738
H 1.507 -0.290 -3.916
H 0.258 2.434 -1.093
*
```

Values from the calculation:
Energy in eV: -118038.6783
HOMO-LUMO gap in eV: 6.79
Molecular weight in g mol⁻¹: 685.528
Relative energy (zero: lowest compared OMol25 entry of this formula, charge and spin) in eV: 0.000
HOMO in eV: -15.82



No. 2
# C28H24Cl2MgN3O3Si

A structure of composition C28H24Cl2MgN3O3Si (wB97M-V/def2-TZVPD, OMol25).

The geometry in ORCA input format:
```
! wB97M-V def2-TZVPD RIJCOSX def2/J DEFGRID3
* xyz -1 1
Mg 0.062 -0.105 0.054
O 2.555 -3.136 0.287
C 1.534 -2.483 0.086
O 1.486 -1.301 -0.421
C -0.937 -2.749 -0.290
C -1.933 -3.872 -0.105
C -3.175 -3.672 0.326
C -3.634 -2.353 0.708
C -4.909 -2.126 1.220
C -5.334 -0.861 1.583
C -4.447 0.205 1.412
C -3.181 0.007 0.906
C -2.716 -1.283 0.544
N -1.465 -1.438 0.061
H -1.586 -4.857 -0.397
H -3.864 -4.506 0.414
H -5.575 -2.977 1.329
H -6.328 -0.700 1.980
H -4.757 1.211 1.671
H -2.523 0.858 0.758
Cl -0.107 4.784 -0.813
C -0.175 3.967 0.715
C -0.337 4.734 1.879
C -0.415 4.147 3.108
Cl -0.631 5.139 4.528
C -0.329 2.740 3.237
C -0.433 2.023 4.449
C -0.362 0.659 4.442
C -0.170 -0.009 3.220
N -0.052 0.633 2.085
C -0.145 1.987 2.061
C -0.075 2.579 0.740
O 0.053 1.827 -0.296
H -0.409 5.809 1.789
H -0.579 2.567 5.372
H -0.455 0.087 5.355
H -0.123 -1.091 3.173
C 1.778 -3.504 3.049
Si 0.420 -4.104 1.898
C 0.777 -5.886 1.438
C -1.170 -4.021 2.909
N 0.294 -3.062 0.487
C -0.591 -2.806 -1.794
C 0.301 -3.754 -2.292
C 0.539 -3.852 -3.653
C -0.115 -3.008 -4.542
C -1.013 -2.072 -4.054
C -1.253 -1.976 -2.690
H 1.610 -3.910 4.052
H 1.796 -2.414 3.126
H 2.757 -3.815 2.691
H 0.906 -6.504 2.331
H 1.700 -5.924 0.856
H -0.029 -6.319 0.842
H -0.924 -4.165 3.966
H -1.888 -4.788 2.622
H -1.674 -3.057 2.804
H 0.833 -4.401 -1.604
H 1.249 -4.583 -4.021
H 0.077 -3.080 -5.606
H -1.531 -1.409 -4.737
H -1.961 -1.252 -2.306
*
```

Values from the calculation:
Energy in eV: -78415.2086
HOMO-LUMO gap in eV: 6.30
Molecular weight in g mol⁻¹: 573.815
Relative energy (zero: lowest compared OMol25 entry of this formula, charge and spin) in eV: 0.069
HOMO in eV: -4.18



No. 3
# C28H24Cl3F4N6O3SbTl

A structure of composition C28H24Cl3F4N6O3SbTl at a distorted geometry (wB97M-V/def2-TZVPD, OMol25).

The geometry in ORCA input format:
```
! wB97M-V def2-TZVPD RIJCOSX def2/J DEFGRID3
* xyz 1 1
Tl -2.284 -2.674 0.002
C -1.111 2.534 0.438
C -1.611 1.181 0.030
N -0.984 0.089 0.186
O 0.291 0.268 0.776
C -2.952 1.112 -0.678
C -4.055 1.951 -0.091
N -3.177 0.453 -1.738
O -1.663 0.079 -3.495
H -0.048 2.502 0.659
H -1.646 2.881 1.325
H -1.290 3.258 -0.359
H 0.767 -0.478 0.380
H -3.784 3.008 -0.038
H -4.274 1.616 0.929
H -4.947 1.842 -0.702
Cl 4.622 -6.055 -2.175
C 3.483 -5.061 -1.352
C 2.148 -5.088 -1.717
C 1.219 -4.316 -1.043
Cl -0.435 -4.455 -1.567
C 1.607 -3.429 -0.025
O 0.696 -2.635 0.595
C 2.970 -3.417 0.270
Cl 3.470 -2.291 1.480
C 3.905 -4.229 -0.337
H 1.820 -5.715 -2.535
H 4.943 -4.206 -0.035
F -2.715 3.634 -5.374
C -1.614 3.585 -4.645
C -0.813 4.654 -4.622
F -1.155 5.723 -5.326
C 0.425 4.694 -3.862
C 0.698 3.486 -3.103
C -0.095 2.414 -3.134
F 0.226 1.392 -2.349
C -1.316 2.358 -3.923
C -2.089 1.253 -3.994
C -2.308 -0.510 -2.336
N -2.121 -1.672 -2.026
C -3.398 1.229 -4.608
N -4.454 1.124 -5.048
F 1.762 3.458 -2.309
C 1.244 5.776 -3.838
C 0.959 7.018 -4.512
N 0.802 8.049 -4.997
C 2.485 5.812 -3.102
N 3.476 5.904 -2.527
C 1.443 -0.158 4.893
C 1.803 -0.330 3.419
Sb 0.748 -2.023 2.605
C -1.212 -1.814 3.461
C -1.904 -0.475 3.257
C 1.257 -3.919 3.434
C 2.019 -3.802 4.754
H 1.960 0.730 5.261
H 1.770 -1.003 5.501
H 0.374 -0.004 5.051
H 2.863 -0.518 3.268
H 1.498 0.513 2.804
H -0.975 -2.002 4.515
H -1.810 -2.639 3.077
H -1.236 0.375 3.413
H -2.730 -0.382 3.965
H -2.320 -0.404 2.253
H 1.833 -4.452 2.679
H 0.300 -4.427 3.560
H 2.995 -3.332 4.616
H 2.188 -4.800 5.159
H 1.459 -3.240 5.504
*
```

Values from the calculation:
Energy in eV: -104162.7985
HOMO-LUMO gap in eV: 5.82
Molecular weight in g mol⁻¹: 1001.033
Relative energy (zero: lowest compared OMol25 entry of this formula, charge and spin) in eV: 0.000
HOMO in eV: -10.37